[1]
Formula: C24H60F6K2N3O28P4S6
Source: the Open Molecules 2025 dataset
Level of theory: the ωB97M-V functional and the def2-TZVPD basis

Last column: Mulliken spin population.
CARTESIAN COORDINATES (ANGSTROEM)
K: -1.748 -2.244 3.522  0.000
K: 3.214 -1.690 -1.694  0.000
S: -1.714 -5.189 2.098  0.000
S: 0.582 -1.220 0.104  0.000
S: 1.863 -2.093 1.824  0.000
S: 2.690 -8.127 5.226  -0.042
S: -3.286 -5.671 3.729  0.000
S: 3.809 -6.308 4.249  -0.082
P: 4.180 4.295 3.291  0.000
P: -0.458 -6.386 -2.799  0.000
P: -1.773 5.409 0.624  0.000
P: -1.646 0.766 -3.692  0.000
F: -0.051 -5.125 2.250  -0.001
F: 2.638 -8.413 6.805  0.007
F: 3.862 -4.666 4.192  -0.005
F: -0.378 -2.203 -0.822  0.000
F: -3.718 -4.852 4.982  0.000
F: 3.251 -2.848 2.102  0.000
O: -0.226 -6.825 -4.339  0.000
O: -0.385 1.517 -3.002  0.000
O: 4.274 3.490 1.898  0.000
O: -1.456 0.069 -4.959  0.000
O: 1.396 -8.399 4.681  0.109
O: 3.237 -6.448 2.906  0.203
O: -2.578 5.979 1.890  0.000
O: -4.354 -5.242 2.832  0.000
O: -1.924 -3.926 1.347  0.000
O: 5.190 -6.627 4.516  0.167
O: 3.750 -9.038 4.833  0.016
O: -2.870 1.838 -3.799  0.000
O: -0.383 4.910 1.202  0.000
O: -2.013 -6.422 1.353  0.000
O: -1.627 -7.283 -2.175  0.000
O: 5.163 5.544 3.062  0.000
O: 2.658 4.936 3.326  0.000
O: -3.398 -6.965 4.303  0.000
O: 0.770 -6.314 -1.961  0.000
O: -1.264 6.863 -0.191  0.000
O: 1.080 -0.172 -0.788  0.000
O: 2.264 -0.731 2.066  0.000
O: 4.525 3.526 4.552  0.000
O: -0.399 -0.837 1.126  0.000
O: -2.523 4.435 -0.194  0.000
O: -2.190 -0.241 -2.479  0.000
O: 0.913 -2.676 2.690  0.000
O: -0.946 -4.847 -2.855  0.000
N: -1.993 -5.082 3.738  0.000
N: 1.714 -2.411 0.358  0.000
N: 2.818 -6.462 5.447  0.629
C: 0.175 2.507 1.435  0.000
C: -3.505 -1.903 -1.483  0.000
C: -1.682 7.104 -1.555  0.000
C: 0.646 2.174 -3.730  0.000
C: 0.342 -8.087 -4.674  0.000
C: -4.226 7.896 2.194  0.000
C: -2.803 8.245 -1.511  0.000
C: 2.337 6.129 3.949  0.000
C: -0.197 -3.777 -3.444  0.000
C: -4.477 2.861 -2.762  0.000
C: 5.015 1.363 2.023  0.000
C: -3.039 2.713 -2.821  0.000
C: 3.764 2.145 1.957  0.000
C: -3.007 -6.986 -2.471  0.000
C: -0.463 -8.386 -6.006  0.000
C: 6.171 5.568 2.093  0.000
C: 1.205 3.338 -2.815  0.000
C: -3.994 -7.137 -1.342  0.000
C: 0.207 3.774 0.525  0.000
C: 3.012 6.402 5.273  0.000
C: -3.952 6.423 1.676  0.000
C: -0.700 -3.776 -4.921  0.000
C: 7.181 4.505 2.399  0.000
C: -3.019 -1.316 -2.777  0.000
H: 3.117 1.901 2.800  0.000
H: 1.430 -8.109 -4.735  0.000
H: 2.079 3.733 -3.331  0.000
H: -2.709 2.415 -1.826  0.000
H: 4.905 0.316 1.741  0.000
H: -1.506 -4.504 -5.019  0.000
H: 5.787 1.703 1.332  0.000
H: 7.744 4.415 1.470  0.000
H: -4.256 -6.311 -0.681  0.000
H: 1.490 2.953 -1.836  0.000
H: 6.661 6.542 2.111  0.000
H: 0.452 4.117 -2.692  0.000
H: 1.341 1.383 -4.010  0.000
H: 4.088 6.575 5.242  0.000
H: -2.530 -2.014 -3.457  0.000
H: -0.245 2.581 2.438  0.000
H: -4.607 5.745 2.224  0.000
H: 6.655 3.552 2.455  0.000
H: -0.112 3.572 -0.498  0.000
H: -3.168 -5.966 -2.822  0.000
H: -0.806 7.228 -2.192  0.000
H: -2.726 -2.543 -1.067  0.000
H: -2.138 6.185 -1.925  0.000
H: -4.147 6.198 0.628  0.000
H: 1.271 3.953 0.371  0.000
H: -1.224 -2.852 -5.161  0.000
H: 0.099 -8.894 -3.984  0.000
H: -3.828 -1.067 -0.863  0.000
H: 0.106 -3.852 -5.650  0.000
H: 1.274 6.055 4.177  0.000
H: -5.077 2.056 -2.339  0.000
H: 2.513 6.847 3.148  0.000
H: -0.715 -7.439 -6.483  0.000
H: -5.032 8.468 1.736  0.000
H: -4.927 3.689 -2.214  0.000
H: -3.863 -0.845 -3.279  0.000
H: -0.621 -2.998 -2.812  0.000
H: 2.580 7.302 5.710  0.000
H: -2.454 9.108 -0.943  0.000
H: -4.410 7.905 3.269  0.000
H: 2.896 5.579 5.978  0.000
H: -3.583 -7.976 -0.779  0.000
H: 3.305 1.849 1.014  0.000
H: 5.753 5.453 1.094  0.000
H: -4.927 -7.535 -1.741  0.000
H: -3.113 8.641 -2.478  0.000
H: -2.395 3.592 -2.810  0.000
H: 1.118 1.961 1.405  0.000
H: 5.569 1.568 2.939  0.000
H: 0.869 -3.957 -3.301  0.000
H: 0.020 -9.147 -6.619  0.000
H: -3.739 7.816 -1.154  0.000
H: -0.619 2.018 0.870  0.000
H: -1.440 -8.818 -5.788  0.000
H: -3.349 -7.673 -3.246  0.000
H: -4.360 -2.551 -1.676  0.000
H: 0.168 2.601 -4.613  0.000
H: -3.334 8.457 1.916  0.000
H: -4.783 2.919 -3.806  0.000
H: 7.918 4.723 3.172  0.000

The LUMO energy (spin up / spin down) comes out at -1.41 / -5.46 eV. The value obtained for the HOMO energy (spin up / spin down) is -9.65 / -9.65 eV. As for the spin multiplicity: 2. The total energy comes out at -238782.80853 eV. For the gap between HOMO and LUMO (spin up / spin down), the calculation gives 8.24 / 4.19 eV. As for the strongest force on any atom: 14.47 eV/Å.


[2]
Formula: C24H29ClN2O6
Source: the Open Molecules 2025 dataset
Level of theory: the ωB97M-V functional and the def2-TZVPD basis

Last column: natural (NBO) charge in e.
CARTESIAN COORDINATES (ANGSTROEM)
Cl: 8.452 37.586 46.443  -0.910
O: 7.352 39.538 48.579  -0.668
O: 6.422 36.657 43.525  -0.739
O: 1.932 33.526 44.659  -0.712
O: 6.884 35.047 47.393  -0.685
O: 7.026 38.081 54.011  -0.669
O: 8.611 31.111 51.102  -0.658
N: 12.652 36.376 44.944  -0.296
N: 13.147 36.139 42.876  -0.320
C: 13.697 36.213 44.139  0.208
C: 9.050 32.968 49.763  -0.281
C: 4.117 36.335 43.487  -0.209
C: 6.693 39.660 52.270  -0.246
C: 5.550 34.578 44.291  -0.208
C: 8.184 32.079 50.325  0.258
C: 6.749 40.002 50.892  -0.231
C: 6.384 33.233 48.941  -0.206
C: 8.570 34.135 48.808  -0.298
C: 3.101 34.236 44.427  0.284
C: 12.861 36.685 46.388  -0.234
C: 7.231 38.361 52.714  0.245
C: 11.467 36.346 44.279  -0.059
C: 12.014 35.861 47.279  -0.557
C: 2.996 35.511 43.783  -0.244
C: 5.367 35.844 43.895  0.237
C: 7.311 39.145 49.915  0.231
C: 6.831 32.163 49.782  -0.223
C: 14.068 35.960 41.647  -0.420
C: 11.804 36.287 42.896  -0.049
C: 7.348 34.200 48.385  0.260
C: 7.975 37.979 50.338  -0.248
C: 7.899 37.564 51.892  -0.309
C: 4.357 33.606 44.585  -0.268
H: 4.642 32.776 45.082  0.206
H: 6.343 40.420 53.066  0.230
H: 13.423 35.667 40.852  0.230
H: 6.925 37.062 44.199  0.512
H: 11.054 36.310 41.994  0.283
H: 5.360 33.126 48.518  0.221
H: 7.518 38.884 48.069  0.487
H: 7.728 35.663 47.399  0.509
H: 1.875 32.844 45.284  0.489
H: 2.024 35.807 43.658  0.212
H: 14.921 35.891 44.467  0.280
H: 13.820 36.823 46.924  0.244
H: 6.530 34.205 44.098  0.210
H: 12.034 36.061 48.161  0.197
H: 14.596 36.947 41.466  0.233
H: 10.419 36.500 44.804  0.335
H: 4.069 37.371 43.316  0.224
H: 12.368 34.762 46.999  0.183
H: 14.806 35.124 41.567  0.242
H: 9.534 31.126 51.197  0.479
H: 6.382 41.023 50.499  0.229
H: 12.383 37.639 46.324  0.229
H: 8.462 36.550 52.106  0.222
H: 6.258 31.401 49.862  0.190
H: 7.399 37.190 54.169  0.476
H: 8.660 37.303 49.612  0.233
H: 9.313 34.846 48.441  0.206
H: 10.138 32.903 49.970  0.188
H: 10.957 35.838 46.882  0.243

The LUMO energy comes out at -0.76 eV. The value obtained for the HOMO energy is -7.27 eV. The total energy comes out at -53136.46466 eV. For the gap between HOMO and LUMO, the calculation gives 6.50 eV. As for the strongest force on any atom: 13.97 eV/Å.


[3]
Formula: C30H35ClN2O5PPdS
Source: the Open Molecules 2025 dataset
Level of theory: the ωB97M-V functional and the def2-TZVPD basis

Last column: Löwdin charge in e.
CARTESIAN COORDINATES (ANGSTROEM)
Pd: -0.688 -0.293 -0.519  0.323
Cl: 2.033 -0.837 0.034  0.801
S: -0.038 1.825 -1.997  0.344
P: -0.284 1.051 1.538  1.078
O: 0.994 2.006 -0.980  -0.400
O: 0.452 -5.247 -2.589  0.041
O: -3.608 0.281 -1.603  -0.152
O: 0.047 0.580 -2.774  -0.391
O: -1.407 2.199 -1.612  -0.381
N: 1.341 -3.326 -3.374  -0.049
N: -1.892 -2.042 -0.428  -0.026
C: -1.114 -2.422 -1.472  -0.149
C: 1.455 -1.106 -4.499  -0.090
C: 0.316 -3.725 -0.053  -0.071
C: -1.464 3.489 1.058  -0.127
C: -4.084 0.502 -0.295  -0.201
C: -1.453 -2.375 0.809  -0.203
C: -1.180 0.731 3.134  -0.347
C: 1.416 0.694 2.212  -0.346
C: 1.772 1.181 3.476  -0.113
C: -0.376 -3.218 1.043  -0.111
C: -2.050 1.627 3.753  -0.079
C: -0.528 5.685 1.355  -0.102
C: 0.383 3.073 -3.199  -0.160
C: -2.724 1.276 4.920  -0.093
C: 2.013 -4.083 -4.425  -0.213
C: 0.597 -4.030 -2.481  -0.418
C: -1.583 4.869 0.970  -0.081
C: -1.700 -0.890 4.864  -0.088
C: 3.650 -0.258 2.066  -0.117
C: 2.378 -0.058 1.535  -0.612
C: 3.025 0.972 4.025  -0.088
C: -1.027 -0.537 3.706  -0.118
C: 0.651 5.106 1.805  -0.090
C: -0.291 2.896 1.523  -0.353
C: 0.772 3.722 1.878  -0.078
C: -0.031 -3.311 -1.325  -0.173
C: 1.116 -4.352 -5.630  -0.077
C: 1.678 -1.912 -3.227  -0.222
C: -2.549 0.021 5.482  -0.107
C: 3.975 0.256 3.307  -0.093
H: 2.328 -5.035 -4.001  0.111
H: 1.036 1.741 4.042  0.112
H: -0.109 -3.495 2.056  0.093
H: -0.366 3.035 -3.992  0.057
H: 0.300 -5.011 -5.330  0.071
H: 0.691 -3.423 -6.012  0.062
H: 4.370 -0.832 1.497  0.097
H: 1.488 5.731 2.095  0.095
H: -1.525 -2.208 -2.451  0.125
H: 2.724 -1.822 -2.913  0.117
H: 0.409 -1.168 -4.808  0.082
H: -4.627 1.453 -0.211  0.069
H: -2.280 2.860 0.725  0.094
H: -1.558 -1.876 5.293  0.099
H: -2.495 5.305 0.581  0.101
H: 3.262 1.373 5.004  0.099
H: -3.382 1.994 5.395  0.097
H: 4.965 0.089 3.716  0.099
H: 2.902 -3.523 -4.720  0.111
H: -3.076 -0.249 6.390  0.093
H: 1.053 -1.477 -2.452  0.042
H: -2.084 -2.044 1.626  0.094
H: -2.817 0.829 -1.721  0.012
H: -0.618 6.764 1.292  0.093
H: 1.118 -4.441 0.073  0.117
H: -4.774 -0.306 -0.048  0.072
H: -0.362 -1.251 3.229  0.092
H: 1.715 3.300 2.197  0.095
H: 1.374 2.838 -3.592  0.054
H: -2.198 2.612 3.328  0.091
H: 1.660 -0.058 -4.280  0.061
H: 1.681 -4.838 -6.431  0.068
H: 0.375 4.046 -2.708  0.055
H: -3.274 0.501 0.438  0.038
H: 2.099 -1.431 -5.320  0.064

The LUMO energy comes out at 2.58 eV. The value obtained for the HOMO energy is -3.87 eV. The total energy comes out at -81024.38892 eV. For the gap between HOMO and LUMO, the calculation gives 6.45 eV. As for the strongest force on any atom: 1.89 eV/Å. Its total charge is -1.